{"formula": "C38H55AgF2N4O20S2", "method": "ωB97M-V/def2-TZVPD", "largest_force_ev_per_a": 3.588, "e_lumo_ha": -0.029, "homo_ha": -0.3623, "mol_weight_g_mol": 1097.9, "de_lowest_kj_mol": 63.7, "homo_lumo_gap_ev": 9.073, "symbols": ["Ag", "N", "S", "O", "O", "F", "S", "O", "O", "F", "O", "C", "O", "C", "C", "C", "H", "H", "H", "H", "H", "H", "H", "H", "O", "C", "O", "C", "C", "C", "H", "H", "H", "H", "H", "H", "H", "H", "O", "C", "O", "C", "C", "C", "H", "H", "H", "H", "H", "H", "H", "H", "O", "C", "O", "C", "C", "C", "H", "H", "H", "H", "H", "H", "H", "H", "O", "C", "O", "C", "C", "C", "H", "H", "H", "H", "H", "H", "H", "H", "C", "C", "C", "C", "C", "C", "N", "O", "O", "H", "H", "H", "H", "H", "C", "C", "C", "C", "C", "C", "N", "O", "O", "H", "H", "H", "H", "H", "C", "C", "C", "C", "C", "C", "N", "O", "O", "H", "H", "H", "H", "H"], "xyz": [[-4.9506, -20.3606, 8.1641], [-6.7124, -19.0631, 8.4879], [-7.5288, -18.8969, 9.9029], [-8.2674, -20.0546, 10.1671], [-8.0052, -17.6226, 10.3791], [-6.2356, -19.0172, 10.8482], [-7.3288, -18.1534, 7.3009], [-8.7189, -17.7945, 7.5087], [-6.7622, -18.6330, 6.1124], [-6.4583, -16.7248, 7.4661], [-7.3277, -25.1583, 1.9831], [-6.7923, -24.5795, 2.8846], [-7.1327, -23.3550, 3.2860], [-8.2721, -22.7492, 2.5376], [-8.5242, -21.3578, 3.1455], [-5.7776, -25.2342, 3.7182], [-9.1208, -23.4005, 2.5988], [-8.0073, -22.7978, 1.5011], [-7.5659, -20.8299, 3.0018], [-8.8993, -21.3715, 4.1521], [-9.3043, -20.8483, 2.6280], [-5.6117, -26.2536, 3.3548], [-6.2590, -25.4498, 4.6986], [-4.8383, -24.7368, 3.9324], [-3.6984, -15.0809, 13.7083], [-4.2644, -16.0974, 13.9724], [-3.6821, -17.1898, 14.5923], [-2.2824, -17.1118, 14.9444], [-1.3809, -17.1584, 13.6890], [-5.6684, -16.4451, 13.5742], [-2.1171, -18.0180, 15.5634], [-2.1457, -16.1967, 15.4901], [-1.6532, -16.2104, 13.1397], [-1.5680, -18.1298, 13.2008], [-0.3493, -17.0599, 13.9616], [-5.6387, -17.1734, 12.8295], [-6.1657, -15.5862, 13.1320], [-6.2438, -16.8424, 14.3939], [-3.7239, -20.5720, 5.8789], [-3.9095, -19.6280, 5.1214], [-4.3510, -19.8241, 3.8800], [-4.8347, -21.1814, 3.5372], [-5.1291, -21.2279, 2.0340], [-3.8356, -18.1461, 5.4920], [-5.6689, -21.3203, 4.1768], [-4.0386, -21.9551, 3.6580], [-6.0372, -20.7091, 1.7290], [-5.2213, -22.2508, 1.6594], [-4.2792, -20.7578, 1.4785], [-4.8191, -17.6766, 5.1783], [-3.0259, -17.6833, 4.9085], [-3.7015, -17.8680, 6.5160], [-2.8853, -20.1382, 9.3468], [-1.7922, -20.2962, 9.8553], [-0.6907, -20.3980, 9.1274], [-0.9218, -20.2264, 7.6381], [0.4687, -20.3951, 7.0709], [-1.6739, -20.4778, 11.3374], [-1.3792, -19.1930, 7.5225], [-1.7618, -20.9339, 7.4904], [0.7220, -21.4649, 7.2234], [1.2007, -19.6810, 7.5044], [0.5032, -20.2864, 5.9765], [-2.0416, -21.4212, 11.6615], [-2.2724, -19.7231, 11.8654], [-0.6743, -20.3729, 11.6379], [-5.8350, -22.2104, 9.8069], [-6.8126, -22.6820, 10.4263], [-6.8799, -22.6578, 11.6991], [-5.8963, -21.8885, 12.4243], [-4.6541, -22.7476, 12.7933], [-7.9754, -23.2877, 9.7447], [-6.4218, -21.6868, 13.3201], [-5.6235, -21.0402, 11.8644], [-4.0180, -21.9910, 13.2405], [-4.3090, -23.2341, 11.8639], [-4.7929, -23.5285, 13.4788], [-8.6907, -23.8103, 10.4142], [-7.6373, -23.9172, 8.9288], [-8.5619, -22.4234, 9.3426], [-10.8653, -22.2098, 6.5989], [-10.3849, -23.4041, 6.0765], [-9.0582, -23.6977, 5.9644], [-8.1800, -22.7574, 6.4274], [-8.5733, -21.4747, 6.9352], [-9.9486, -21.2307, 7.0167], [-6.7967, -23.1245, 6.4909], [-6.5371, -24.2685, 6.7348], [-5.9531, -22.2227, 6.5452], [-11.9239, -21.9671, 6.7601], [-11.0356, -24.2089, 5.7401], [-8.7501, -24.7023, 5.8005], [-7.7885, -20.7891, 7.2993], [-10.2590, -20.3619, 7.4996], [-4.8822, -13.4780, 10.9151], [-3.5180, -13.1115, 10.9684], [-2.5185, -13.9869, 10.7161], [-2.8951, -15.2714, 10.4912], [-4.1631, -15.7017, 10.4216], [-5.1869, -14.8164, 10.6243], [-1.8194, -16.2637, 10.2025], [-0.6867, -15.9103, 10.3262], [-2.1757, -17.4349, 9.9753], [-5.6760, -12.7494, 11.0290], [-3.3093, -12.0431, 11.0593], [-1.4458, -13.7144, 10.7693], [-4.3396, -16.7200, 10.0875], [-6.1655, -15.2292, 10.4389], [-10.3054, -18.7561, 12.6441], [-9.1868, -19.0752, 13.4584], [-8.8921, -20.3466, 13.8210], [-9.6942, -21.4041, 13.4803], [-10.7749, -21.1726, 12.6153], [-11.1016, -19.8520, 12.1778], [-9.4734, -22.7391, 14.0466], [-8.5760, -22.8254, 14.8744], [-10.2779, -23.6472, 13.7231], [-10.5136, -17.7480, 12.2695], [-8.4975, -18.3049, 13.7418], [-8.0877, -20.6072, 14.4588], [-11.2827, -21.9988, 12.1691], [-11.9616, -19.6595, 11.5143]], "mulliken_charge": [2.19, 0.06, 0.24, -0.27, -0.57, -0.46, 0.82, -0.59, -0.51, -0.35, -0.59, 0.64, -0.05, -0.69, -0.31, -0.81, 0.50, 0.48, -0.13, -0.16, 0.53, 0.38, 0.07, 0.23, -0.58, 0.75, -0.37, -0.49, -0.34, -0.75, 0.30, 0.38, 0.05, -0.09, 0.46, -0.20, 0.38, 0.54, -0.46, 0.92, -0.40, 1.06, -1.49, -1.09, -0.55, 0.21, 0.34, 0.31, 0.43, 0.26, 0.44, 0.14, -0.12, 0.60, -0.36, 0.30, -1.35, -0.82, 0.03, 0.10, 0.36, 0.30, 0.39, 0.27, -0.15, 0.49, -0.85, 0.25, -0.25, 0.43, -1.44, -0.01, 0.11, -0.01, 0.37, 0.34, 0.39, 0.43, 0.20, -0.23, -0.90, -0.73, -0.93, 0.37, 0.72, -0.48, 1.18, -0.68, -0.70, 0.40, 0.43, 0.60, -0.33, 0.65, -0.64, -0.45, -0.48, -0.35, 0.00, -0.51, 1.00, -0.62, -0.48, 0.44, 0.39, 0.44, 0.55, 0.61, -0.51, -0.39, -0.06, -0.21, -0.35, -0.41, 1.08, -0.60, -0.62, 0.35, 0.25, 0.52, 0.48, 0.41]}

{"formula": "C38H55BClN7O10S2W", "method": "ωB97M-V/def2-TZVPD", "largest_force_ev_per_a": 0.773, "e_lumo_ha": -0.030, "homo_ha": -0.3321, "mol_weight_g_mol": 1064.1, "de_lowest_kj_mol": 0.0, "homo_lumo_gap_ev": 8.230, "symbols": ["W", "C", "C", "C", "C", "C", "C", "C", "C", "C", "N", "N", "B", "N", "N", "C", "C", "C", "C", "C", "C", "C", "C", "C", "N", "N", "C", "C", "C", "C", "C", "C", "C", "C", "C", "H", "H", "H", "H", "H", "H", "H", "H", "H", "H", "H", "H", "H", "H", "H", "H", "H", "H", "H", "H", "H", "H", "H", "H", "H", "H", "H", "H", "H", "H", "H", "H", "H", "H", "H", "H", "H", "H", "H", "H", "H", "H", "H", "H", "H", "H", "O", "S", "O", "O", "C", "C", "C", "C", "C", "C", "S", "O", "O", "O", "H", "H", "H", "H", "C", "C", "O", "H", "H", "H", "Cl", "C", "C", "O", "O", "H", "H", "O", "C", "N"], "xyz": [[0.0163, 0.1282, 0.1782], [-0.4238, 4.2328, -0.4672], [-1.8489, 3.7893, -0.7490], [-2.7931, 4.2871, 0.3510], [-2.1598, 2.3544, -1.1386], [-3.4162, 2.0995, -1.6855], [-3.4279, 0.7787, -2.0746], [-4.5966, -0.0283, -2.5632], [-5.8684, 0.4399, -1.8522], [-4.7924, -0.0071, -4.0781], [-2.2132, 0.2729, -1.8177], [-1.4379, 1.2132, -1.1862], [-1.5504, -0.9866, -2.4448], [-1.2599, -2.1550, -1.4841], [-0.2339, -2.0059, -0.5789], [-0.0035, -3.2165, -0.0463], [-0.8822, -4.1323, -0.6024], [-1.6582, -3.4433, -1.5071], [-2.6725, -4.1688, -2.3593], [-3.9907, -3.4686, -2.6536], [-2.0292, -4.7219, -3.6320], [1.0581, -3.6072, 0.9219], [2.1415, -4.4134, 0.2031], [0.4753, -4.3716, 2.1082], [-0.1874, -0.4857, -2.9590], [0.7062, 0.0608, -2.0706], [1.7143, 0.5904, -2.8072], [1.4482, 0.3276, -4.1499], [0.2342, -0.3052, -4.2211], [-0.5066, -0.5086, -5.5160], [-1.5089, 0.6380, -5.6971], [-1.1269, -1.8752, -5.7810], [2.9274, 1.4930, -2.5841], [2.5500, 2.9772, -2.6625], [3.9306, 1.2427, -1.4758], [-0.4089, 5.3240, -0.4652], [0.2658, 3.8922, -1.2340], [-0.0878, 3.9075, 0.5140], [-2.1452, 4.3199, -1.6621], [-2.5756, 3.8259, 1.3094], [-3.8374, 4.0902, 0.1128], [-2.6675, 5.3645, 0.4669], [-4.2175, 2.8111, -1.7776], [-4.4123, -1.0532, -2.2515], [-6.1424, 1.4512, -2.1588], [-5.7404, 0.4321, -0.7700], [-6.6984, -0.2194, -2.1073], [-4.8834, 1.0167, -4.4463], [-5.7078, -0.5412, -4.3372], [-3.9669, -0.4839, -4.6037], [-2.2350, -1.3696, -3.3331], [-0.9395, -5.1851, -0.3864], [-2.9194, -5.0311, -1.7329], [-3.8783, -2.6943, -3.4105], [-4.4182, -3.0344, -1.7489], [-4.7004, -4.2011, -3.0413], [-1.7366, -3.9183, -4.3020], [-2.7390, -5.3602, -4.1602], [-1.1422, -5.3114, -3.4002], [1.4989, -2.7037, 1.2955], [1.7207, -5.3124, -0.2520], [2.9083, -4.7223, 0.9153], [2.6196, -3.8194, -0.5760], [0.0436, -5.3236, 1.7933], [-0.3005, -3.7940, 2.6129], [1.2668, -4.5892, 2.8274], [2.0644, 0.6216, -4.9824], [0.2748, -0.3747, -6.2694], [-2.1654, 0.7222, -4.8323], [-2.1273, 0.4753, -6.5813], [-0.9899, 1.5901, -5.8087], [-2.0637, -2.0103, -5.2461], [-0.4462, -2.6799, -5.5025], [-1.3426, -1.9694, -6.8462], [3.4820, 1.2958, -3.5059], [3.4522, 3.5607, -2.8532], [2.1206, 3.3343, -1.7306], [1.8404, 3.1716, -3.4679], [3.5895, 1.5826, -0.5047], [4.8355, 1.8083, -1.7080], [4.2081, 0.1949, -1.4041], [3.5924, 0.4895, 1.4732], [3.2339, -0.8145, 0.9830], [4.1787, -1.5362, 0.1833], [1.9436, -0.7425, 0.1656], [3.0819, -1.7785, 2.5077], [4.1600, -2.6309, 2.7109], [4.3077, -3.3203, 3.9063], [3.3713, -3.1732, 4.9124], [2.2748, -2.3505, 4.7070], [2.1268, -1.6518, 3.5183], [0.6424, -0.6847, 3.4038], [-0.3206, -1.3064, 4.2635], [0.9617, 0.6927, 3.6535], [0.2187, -0.8906, 1.9609], [4.8878, -2.7446, 1.9224], [5.1595, -3.9737, 4.0391], [3.4746, -3.7081, 5.8465], [1.5043, -2.2597, 5.4593], [1.9150, 2.5957, 1.8322], [1.2845, 1.6584, 0.8931], [1.1091, 1.8242, -0.3007], [2.4137, 2.0850, 2.6401], [1.0860, 3.1820, 2.2434], [2.5915, 3.2331, 1.2607], [-3.8664, 1.4565, 2.5243], [-2.2532, 1.1244, 3.2160], [-1.2422, 2.0008, 2.5032], [-0.9054, 3.0688, 2.9476], [-0.8683, 1.5879, 1.2988], [-2.0480, 0.0670, 3.0883], [-2.2785, 1.3911, 4.2670], [-3.7591, -1.8246, 1.1954], [-2.7984, -1.1943, 0.9289], [-1.8424, -0.5683, 0.6240]], "mulliken_charge": [4.30, -1.52, 0.42, -1.23, -0.59, -1.20, -0.23, 2.26, -1.78, -1.33, 0.65, 0.79, 0.70, 0.52, 1.05, -0.26, -1.08, -0.13, 0.20, -1.55, -1.59, 1.95, -1.62, -1.67, 0.62, 0.78, -0.15, -1.13, -0.06, 0.05, -1.26, -1.64, 0.12, -1.41, -1.64, 0.68, 0.04, 0.22, 0.71, 0.03, 0.37, 0.46, 0.62, -1.43, 0.39, 0.36, 0.45, 0.32, 0.47, 0.12, -1.10, 0.62, 0.66, 0.03, 0.22, 0.62, 0.16, 0.46, 0.36, -1.91, 0.38, 0.46, 0.34, 0.42, 0.27, 0.38, 0.58, 0.58, 0.07, 0.42, 0.35, -0.01, 0.41, 0.53, 0.81, 0.52, 0.12, 0.28, 0.03, 0.65, 0.22, -0.89, 1.63, -0.72, -0.31, -0.16, -0.74, -0.69, -0.78, -0.70, 0.19, 2.02, -0.81, -0.84, -1.99, 0.63, 0.43, 0.41, 0.56, -2.48, 0.89, 0.28, 0.40, 0.50, 0.40, -0.20, 0.07, -0.24, -0.56, 0.10, -0.22, 0.60, -0.72, 0.35, 0.51]}